19
Properties=species:S:1:pos:R:3 method="wB97M-V/def2-TZVPD" total_energy_ha=-381.4334 lumo_ev=0.75 spin_multiplicity=1 smiles=NCNCCO.O gap_ev=9.58 relative_energy_kj_mol=213.96
N -0.59 2.38 -0.28
C -0.14 1.04 -0.69
N -1.01 0.01 -0.17
C -0.77 -0.59 1.19
C 0.63 -0.26 1.80
O 1.71 -0.80 0.95
H 0.03 3.04 -0.59
H -0.63 2.41 0.75
H 0.86 0.86 -0.42
H -0.17 1.04 -1.81
H -1.97 -0.18 -0.45
H -0.84 -1.70 1.04
H -1.57 -0.26 1.89
H 0.65 -0.76 2.73
H 0.81 0.84 1.97
H 1.17 -1.03 0.15
O 0.53 -2.22 -2.43
H 1.30 -2.39 -3.10
H -0.01 -1.42 -2.52

140
Properties=species:S:1:pos:R:3 method="wB97M-V/def2-TZVPD" total_energy_ha=-5948.1276 lumo_ev="-4.42 / -4.71" spin_multiplicity=6 charge=+2 gap_ev="8.13 / 7.89"
Mn -2.04 -3.37 0.95
C 1.20 -4.36 1.20
O 1.70 -5.10 0.12
O -0.16 -4.26 1.07
C 1.60 -5.02 2.52
F 1.13 -6.23 2.81
F 2.93 -5.03 2.66
F 1.09 -4.23 3.55
C 2.06 -4.35 -0.97
C 2.73 -5.18 -2.08
H 2.85 -4.65 -3.02
H 3.58 -5.75 -1.69
H 2.06 -6.02 -2.32
H 2.89 -3.64 -0.77
H 1.34 -3.71 -1.48
H 1.63 -3.35 1.19
P -0.42 -0.57 0.02
F 0.80 -0.90 -0.94
F -1.04 -2.06 -0.33
F 0.38 -1.24 1.30
F -1.59 -0.40 1.16
F 0.02 0.95 0.30
F -1.35 -0.03 -1.18
C -3.03 3.16 -3.92
C -3.73 2.58 -2.66
C -3.53 3.30 -1.33
C -2.11 3.23 -0.78
N -1.90 4.16 0.40
C -2.14 5.62 -0.09
C -0.83 6.06 -0.69
C 0.26 5.19 -0.12
C -0.44 4.28 0.85
C -2.82 3.88 1.54
C -2.52 2.56 2.23
C -3.53 2.20 3.32
H -3.47 4.11 -4.21
H -3.21 2.48 -4.75
H -1.97 3.31 -3.73
H -3.52 1.51 -2.64
H -4.81 2.61 -2.80
H -4.16 2.68 -0.67
H -3.98 4.28 -1.19
H -1.34 3.52 -1.50
H -1.78 2.21 -0.57
H -2.34 6.14 0.85
H -2.97 5.91 -0.73
H -0.65 7.14 -0.63
H -0.80 6.13 -1.79
H 1.07 5.75 0.33
H 0.62 4.51 -0.89
H -0.43 4.71 1.86
H -0.08 3.25 0.96
H -3.85 3.82 1.20
H -2.84 4.72 2.24
H -1.54 2.65 2.72
H -2.30 1.81 1.47
H -3.75 3.10 3.89
H -3.15 1.50 4.06
H -4.41 1.78 2.83
C 4.45 2.37 7.12
C 3.87 1.07 7.68
C 3.33 0.15 6.58
C 2.07 0.63 5.88
N 1.46 -0.40 4.93
C 0.13 0.13 4.42
C -0.97 -0.41 5.35
C -0.20 -1.36 6.33
C 1.05 -1.69 5.59
C 2.39 -0.70 3.76
C 2.80 0.48 2.88
C 3.81 0.12 1.82
H 4.99 2.21 6.17
H 5.27 2.71 7.75
H 3.70 3.12 6.87
H 3.11 1.32 8.42
H 4.66 0.56 8.23
H 3.23 -0.83 7.06
H 4.09 0.00 5.80
H 2.09 1.53 5.27
H 1.30 0.77 6.64
H -0.04 -0.17 3.39
H 0.33 1.20 4.41
H -1.77 -0.92 4.81
H -1.37 0.38 5.98
H -0.86 -2.19 6.57
H 0.02 -0.89 7.29
H 0.69 -2.33 4.78
H 1.90 -2.11 6.11
H 1.77 -1.38 3.17
H 3.17 -1.28 4.26
H 3.22 1.27 3.52
H 1.88 0.98 2.56
H 4.14 1.03 1.34
H 3.39 -0.49 1.02
H 4.64 -0.42 2.27
C 1.05 2.07 -3.52
C 0.61 0.79 -4.24
N 1.69 0.31 -5.21
C 1.98 1.33 -6.32
C 3.06 0.08 -4.60
C 3.08 -0.89 -3.45
C 1.17 -1.02 -5.83
C -0.25 -1.06 -6.30
O -0.47 0.07 -7.11
C -1.44 -0.10 -8.17
H 1.48 2.83 -4.17
H 1.77 1.86 -2.72
H 0.20 2.49 -2.98
H -0.23 1.05 -4.88
H 0.42 -0.07 -3.61
H 2.58 0.71 -6.98
H 2.50 2.19 -5.92
H 1.02 1.59 -6.75
H 3.29 1.08 -4.22
H 3.79 -0.21 -5.35
H 2.41 -0.63 -2.63
H 4.08 -1.10 -3.05
H 2.83 -1.92 -3.75
H 1.37 -1.71 -5.02
H 1.87 -1.17 -6.66
H -0.91 -1.01 -5.42
H -0.34 -2.00 -6.86
H -2.46 -0.04 -7.78
H -1.25 -1.04 -8.67
H -1.31 0.78 -8.80
C -5.44 -5.41 -0.23
F -6.07 -4.54 -0.97
F -5.59 -4.99 1.01
F -5.81 -6.64 -0.40
S -3.55 -5.40 -0.63
O -2.83 -5.75 0.58
O -3.38 -6.24 -1.76
N -3.08 -3.74 -0.72
S -3.33 -3.29 -2.23
O -4.39 -3.96 -2.94
O -3.40 -1.86 -2.37
C -1.75 -3.75 -3.22
F -2.08 -4.60 -4.18
F -1.17 -2.67 -3.78
F -0.86 -4.28 -2.37

19
Properties=species:S:1:pos:R:3 method="wB97M-V/def2-TZVPD" total_energy_ha=-667.2592 lumo_ev=0.90 spin_multiplicity=1 smiles=C[C@@H](CS)NCN gap_ev=9.11 relative_energy_kj_mol=93.81
C 0.77 2.03 0.34
C 0.18 0.65 0.36
C -0.40 0.23 -1.04
S -2.13 0.92 -1.09
N 1.21 -0.40 0.63
C 0.72 -1.65 1.16
N 1.62 -2.73 0.79
H 0.12 2.69 -0.26
H 1.67 1.99 -0.30
H 1.02 2.34 1.34
H -0.61 0.49 1.09
H -0.09 -0.81 -1.24
H 0.07 0.82 -1.84
H -1.78 2.08 -1.62
H 1.92 -0.55 -0.07
H -0.32 -1.76 0.77
H 0.66 -1.67 2.25
H 1.59 -2.98 -0.19
H 1.56 -3.57 1.35

14
Properties=species:S:1:pos:R:3 method="wB97M-V/def2-TZVPD" total_energy_ha=-990.6608 lumo_ev=0.61 spin_multiplicity=1 smiles="CSSC.C=O" gap_ev=8.48 relative_energy_kj_mol=130.74
C 1.57 -0.79 1.40
S -0.10 -1.27 0.89
S -1.05 0.52 0.49
C -2.43 0.03 -0.68
H 2.10 -0.26 0.60
H 1.52 -0.05 2.25
H 2.06 -1.71 1.65
H -3.26 -0.28 -0.04
H -2.70 0.90 -1.29
H -2.09 -0.77 -1.37
C 1.27 1.58 -1.78
O 2.08 0.64 -1.76
H 0.13 1.55 -2.03
H 1.63 2.58 -1.48

14
Properties=species:S:1:pos:R:3 method="wB97M-V/def2-TZVPD" total_energy_ha=-233.2535 lumo_ev=0.66 spin_multiplicity=1 gap_ev=7.73 relative_energy_kj_mol=350.50
C 0.64 -1.68 -0.01
C -0.70 -1.68 -0.02
C 0.67 -0.14 0.12
C -0.65 -0.16 -0.02
C 1.74 0.84 0.01
C -1.73 0.83 0.02
H 1.47 -2.25 0.21
H -1.31 -2.44 -0.41
H 2.20 0.68 -1.03
H 2.59 0.81 0.72
H 1.17 1.87 -0.11
H -2.05 0.94 1.07
H -2.67 0.54 -0.46
H -1.36 1.85 -0.10

22
Properties=species:S:1:pos:R:3 method="wB97M-V/def2-TZVPD" total_energy_ha=-403.6848 lumo_ev=-8.27 spin_multiplicity=1 charge=+1 gap_ev=4.88 relative_energy_kj_mol=673.52
C -0.25 -1.01 -2.27
C -0.73 0.42 -2.11
C -0.16 1.23 -1.09
C 0.56 0.77 0.04
N 0.81 1.56 1.03
C 0.59 1.02 2.38
H 0.80 -0.99 -2.52
H -0.35 -1.60 -1.37
H -0.76 -1.54 -3.06
H -0.80 0.95 -3.07
H -1.83 0.44 -1.91
H -0.28 2.30 -1.19
H 0.92 -0.29 0.19
H 0.65 2.54 0.84
H -0.37 0.51 2.38
H 1.37 0.29 2.58
H -1.45 -1.70 2.26
H 1.49 -2.32 0.87
O 0.95 -1.75 0.32
H 0.62 1.81 3.12
H -0.48 -1.50 1.09
O -1.32 -1.13 1.50

65
Properties=species:S:1:pos:R:3 method="wB97M-V/def2-TZVPD" total_energy_ha=-1588.9923 lumo_ev=-4.67 spin_multiplicity=1 charge=+1 gap_ev=5.72 relative_energy_kj_mol=0.00
N -0.05 -3.00 -0.95
C -0.70 -2.30 -1.85
N -1.78 -2.89 -2.50
C -2.96 -1.97 -2.35
C -2.66 -0.74 -1.52
C -1.39 -0.01 -1.96
C -1.01 0.97 -0.82
C -0.93 2.45 -1.22
C -0.19 2.74 -2.52
C 0.10 4.26 -2.57
O 1.39 4.53 -2.02
N -0.28 -1.02 -2.03
C 0.59 -0.90 -3.22
C 1.92 -1.66 -3.00
C 3.13 -0.90 -3.53
S 4.60 -1.67 -2.82
O 4.33 -3.08 -2.81
O 5.76 -1.31 -3.53
O 4.61 -1.19 -1.31
H 0.25 -3.96 -1.09
H 0.23 -2.53 -0.09
H -1.58 -3.06 -3.48
H -3.76 -2.55 -1.90
H -3.31 -1.70 -3.34
H -2.60 -0.99 -0.46
H -3.52 -0.09 -1.62
H -1.57 0.52 -2.89
H -1.71 0.83 0.00
H -0.03 0.70 -0.45
H -1.92 2.91 -1.23
H -0.38 2.95 -0.44
H -0.77 2.48 -3.40
H 0.78 2.25 -2.56
H -0.61 4.77 -1.95
H 0.04 4.65 -3.59
H 2.03 4.12 -2.61
H 0.77 0.14 -3.42
H 0.10 -1.35 -4.09
H 2.04 -1.73 -1.93
H 1.88 -2.66 -3.39
H 3.13 0.15 -3.27
H 3.25 -1.05 -4.60
H 4.76 -2.01 -0.80
C -2.11 -0.65 2.61
C -1.46 -0.74 3.98
N -0.07 -0.32 3.97
C 0.64 -0.67 5.19
C 0.19 -0.01 6.50
C 0.18 1.01 3.44
C -0.53 2.20 4.10
H -1.53 -1.21 1.87
H -3.11 -1.09 2.64
H -2.21 0.38 2.28
H -1.50 -1.79 4.31
H -2.07 -0.17 4.70
H 1.71 -0.47 5.04
H 0.57 -1.75 5.32
H 0.50 1.04 6.56
H 0.66 -0.52 7.34
H -0.89 -0.06 6.64
H -0.09 1.01 2.38
H 1.26 1.18 3.45
H -1.59 2.00 4.29
H -0.47 3.07 3.45
H -0.06 2.48 5.05

16
Properties=species:S:1:pos:R:3 method="wB97M-V/def2-TZVPD" total_energy_ha=-325.8604 lumo_ev=0.55 spin_multiplicity=1 smiles=CC(C)(C#N)CO gap_ev=10.97 relative_energy_kj_mol=202.55
C 0.08 0.02 1.51
C 0.42 0.13 -0.09
C -0.24 1.44 -0.59
C 1.84 0.00 0.21
N 2.85 -0.20 0.74
C -0.19 -1.03 -0.95
O -1.59 -0.98 -0.72
H -0.89 -0.45 1.50
H 0.73 -0.54 2.22
H 0.07 1.04 1.90
H 0.28 2.33 -0.23
H -1.25 1.42 -0.18
H -0.37 1.54 -1.68
H 0.00 -0.92 -2.04
H 0.25 -1.98 -0.64
H -1.98 -1.83 -0.97

18
Properties=species:S:1:pos:R:3 method="wB97M-V/def2-TZVPD" total_energy_ha=-568.1374 lumo_ev="-0.39 / -1.27" spin_multiplicity=3 gap_ev="7.05 / 7.51"
C -0.33 -1.67 -0.93
C 0.12 -1.77 0.42
C 0.07 0.66 -0.88
C -0.36 2.00 -0.67
C 0.12 1.96 0.77
C -0.42 -0.45 -1.56
C 0.81 0.60 0.42
C 0.62 -0.70 1.07
N -1.18 2.81 -1.24
N 1.24 -1.27 2.79
O -1.50 2.90 -2.43
O 1.77 -0.42 3.41
H -0.67 -2.57 -1.42
H 0.06 -2.71 0.93
H 0.77 2.77 1.08
H -0.70 1.84 1.47
H -0.90 -0.34 -2.52
H 1.88 0.78 0.32

82
Properties=species:S:1:pos:R:3 method="wB97M-V/def2-TZVPD" total_energy_ha=-1954.5530 lumo_ev="-3.16 / -2.52" spin_multiplicity=2 charge=+1 gap_ev="7.06 / 7.76" relative_energy_kj_mol=229.99
Ru 0.71 1.16 -0.24
N 3.06 2.20 -0.72
C 3.36 2.52 -2.11
C 2.56 1.58 -3.02
N 1.13 1.76 -2.73
H 3.33 2.95 -0.10
H 3.52 1.34 -0.43
H 4.43 2.42 -2.34
H 3.06 3.55 -2.31
H 2.83 0.55 -2.79
H 2.80 1.79 -4.07
H 0.57 1.15 -3.33
H 0.87 2.72 -2.94
N 2.00 -0.38 0.23
P 1.42 -1.83 0.22
C 2.53 -3.00 -0.61
C 3.68 -2.47 -1.19
C 4.51 -3.29 -1.94
C 4.18 -4.62 -2.12
C 3.05 -5.15 -1.52
C 2.21 -4.34 -0.77
C -0.14 -1.98 -0.74
C -0.10 -1.37 -2.00
C -1.21 -1.40 -2.82
C -2.37 -2.01 -2.38
C -2.42 -2.62 -1.13
C -1.30 -2.60 -0.31
C 0.96 -2.43 1.87
C 1.48 -3.58 2.47
C 1.00 -3.96 3.71
C 0.04 -3.21 4.36
C -0.44 -2.04 3.78
C 0.02 -1.65 2.54
H 3.91 -1.42 -1.04
H 5.40 -2.88 -2.40
H 4.81 -5.25 -2.73
H 2.81 -6.20 -1.64
H 1.31 -4.73 -0.32
H 0.85 -0.96 -2.33
H -1.17 -0.96 -3.80
H -3.24 -2.04 -3.02
H -3.33 -3.10 -0.80
H -1.33 -3.08 0.66
H 2.23 -4.16 1.95
H 1.39 -4.86 4.17
H -0.33 -3.53 5.32
H -1.18 -1.45 4.30
H -0.33 -0.74 2.06
C -3.62 -0.34 1.33
N -3.87 0.61 0.27
C -5.25 1.01 0.08
C -5.39 1.78 -1.22
C -4.37 2.90 -1.21
N -3.05 2.33 -1.08
C -1.95 3.14 -1.55
C -2.82 1.24 -0.30
O -1.67 0.78 -0.13
H -4.51 -0.93 1.50
H -3.35 0.17 2.26
H -2.79 -1.00 1.05
H -5.59 1.62 0.92
H -5.87 0.11 0.04
H -6.40 2.19 -1.31
H -5.20 1.13 -2.07
H -4.57 3.59 -0.38
H -4.41 3.48 -2.14
H -2.02 4.14 -1.12
H -1.99 3.22 -2.64
H -1.00 2.68 -1.25
C 1.59 1.72 3.05
C 1.62 3.07 2.32
C 1.29 4.21 3.29
C 0.66 3.05 1.16
H 2.31 1.70 3.86
H 1.82 0.92 2.35
H 0.60 1.55 3.48
H 2.64 3.24 1.95
H 0.27 4.12 3.66
H 1.39 5.18 2.80
H 1.97 4.19 4.14
H 0.75 3.92 0.51
H -0.37 2.88 1.50

36
Properties=species:S:1:pos:R:3 method="wB97M-V/def2-TZVPD" total_energy_ha=-4415.0755 lumo_ev="-3.03 / -8.62" spin_multiplicity=9 charge=+1 gap_ev="5.05 / 2.92" relative_energy_kj_mol=248.03
Fe -0.63 5.85 2.66
Br -1.27 4.07 1.08
C -0.97 -0.19 -4.72
C -0.51 -1.11 -3.56
C -1.46 -0.89 -2.38
O -1.27 0.45 -1.92
C -1.93 0.68 -0.70
N -0.51 -2.46 -4.09
H -1.82 -0.67 -5.21
H -0.21 -0.20 -5.49
H -1.23 0.82 -4.40
H 0.50 -0.78 -3.35
H -1.21 -1.60 -1.57
H -2.52 -1.07 -2.56
H -2.00 1.76 -0.55
H -1.38 0.28 0.17
H -2.93 0.25 -0.75
H -0.31 -3.17 -3.39
H -1.45 -2.72 -4.38
C 0.05 0.51 4.03
C 1.38 0.96 3.37
C 1.69 0.06 2.15
O 1.70 -1.25 2.58
C 2.34 -2.13 1.67
N 1.16 2.29 2.84
H -0.09 1.01 4.99
H 0.04 -0.57 4.12
H -0.79 0.72 3.36
H 2.18 0.95 4.11
H 2.64 0.33 1.67
H 0.94 0.20 1.35
H 2.32 -3.14 2.08
H 3.40 -1.89 1.59
H 1.83 -2.13 0.71
H 1.97 2.61 2.29
H 0.38 2.15 2.18

38
Properties=species:S:1:pos:R:3 method="wB97M-V/def2-TZVPD" total_energy_ha=-1071.3639 lumo_ev=-0.12 spin_multiplicity=1 smiles="C#Cc1ccc2oc(=O)c([C@H](C(C)=O)c3ccccc3)c(O)c2c1" gap_ev=8.70 relative_energy_kj_mol=385.02
C 3.77 5.93 0.78
C 3.36 4.90 0.27
C 2.91 3.66 -0.25
C 3.50 3.24 -1.39
C 3.01 2.11 -2.12
C 1.92 1.41 -1.70
O 1.71 0.31 -2.46
C 0.51 -0.31 -2.23
O 0.01 -1.09 -3.03
C -0.18 -0.19 -0.97
C -1.26 -1.20 -0.57
C -2.67 -0.62 -0.62
C -3.82 -1.45 -1.16
O -2.92 0.32 0.00
C -1.08 -2.08 0.77
C -2.26 -2.67 1.42
C -2.05 -3.55 2.44
C -0.78 -3.87 2.87
C 0.30 -3.18 2.35
C 0.12 -2.37 1.28
C 0.12 0.95 -0.23
O -0.63 1.26 0.87
C 1.29 1.81 -0.56
C 1.65 3.03 0.14
H 4.05 6.85 1.22
H 4.27 3.84 -1.81
H 3.40 1.75 -3.10
H -1.12 -1.96 -1.30
H -4.78 -1.39 -0.74
H -4.13 -1.15 -2.21
H -3.54 -2.50 -1.12
H -3.25 -2.61 0.91
H -2.89 -3.92 2.86
H -0.55 -4.58 3.70
H 1.26 -3.19 2.83
H 1.11 -1.84 1.05
H -1.53 0.96 0.81
H 1.16 3.40 1.02